a:
Molecular formula: C2H8NO
Method: DFT, ωB97M-V/def2-TZVPD

Its spin multiplicity is 1. Its charge is +1.

Each line ends with the Löwdin charge.
Positions of all 12 atoms, in Å:
O1 1.0166 -0.2719 1.5218  -0.03
N1 -0.7434 0.4823 -1.6410  0.19
C1 0.3048 -0.6973 0.3828  -0.28
C2 -0.4617 0.5207 -0.1207  -0.14
H1 1.0780 -1.2033 -0.1958  0.13
H2 0.2695 0.2663 -1.9501  0.20
H3 -1.0701 1.3647 -1.9449  0.14
H4 -1.3915 -0.3493 -1.9311  0.22
H5 0.1331 1.4223 0.1964  0.15
H6 0.8709 -0.8307 2.2618  0.09
H7 -0.4765 -1.4215 0.6908  0.13
H8 -1.4012 0.6099 0.6135  0.18

b:
Molecular formula: C2H8NO
Method: DFT, ωB97M-V/def2-TZVPD

Its spin multiplicity is 1. Its charge is +1.

Each line ends with the Löwdin charge.
Positions of all 12 atoms, in Å:
O1 1.9409 1.0542 0.1227  -0.02
N1 -0.4669 0.1139 -0.0708  -0.02
C1 -1.4488 0.6029 0.5737  0.17
C2 -0.4064 -1.3066 -0.4354  0.00
H1 -0.9612 -1.8846 0.3031  0.10
H2 0.4298 0.6695 -0.2462  0.11
H3 0.6328 -1.6145 -0.4120  0.10
H4 -2.1802 -0.1385 0.8996  0.12
H5 2.6618 0.4086 0.0379  0.09
H6 -0.9069 -1.4506 -1.3946  0.12
H7 2.4178 1.8884 0.0824  0.09
H8 -1.7127 1.6573 0.5397  0.13

c:
Molecular formula: C2H8NO
Method: DFT, ωB97M-V/def2-TZVPD

Its spin multiplicity is 1. Its charge is +1.

Each line ends with the Löwdin charge.
Positions of all 12 atoms, in Å:
O1 1.5538 -1.1425 -0.5805  -0.05
N1 -0.6902 0.7447 -0.8880  0.20
C1 -1.0632 0.6356 0.5819  -0.11
C2 -0.1486 0.0322 1.2880  0.04
H1 2.1215 -1.5884 0.0544  0.07
H2 -0.1185 1.5767 -0.9976  0.17
H3 0.9152 0.3010 1.0776  0.11
H4 -0.5651 -0.3149 2.2897  0.12
H5 -1.9888 0.9652 0.8926  0.10
H6 -1.4468 0.9665 -1.6136  0.21
H7 1.0526 -1.8773 -0.9207  0.05
H8 -0.2988 -0.1089 -1.1412  0.09

On energetic grounds, b is preferred over the next structure by 65.6 kJ/mol.